*i*
Here is a single C9H15N3O6 molecule from the Open Molecules 2025 dataset. Energies are from ωB97M-V/def2-TZVPD.

Calculated values
- Charge: 0
- LUMO level: 0.04 eV
- HOMO: -10.188 eV
- Structure (SMILES): NC(=O)CC[C@H](NC(=O)[C@@H](N)CC(=O)O)C(=O)O

Geometry (Å):
C1 -0.6058 1.6634 -1.7685
C2 -0.1717 1.2448 -0.3686
C3 -0.2428 3.1077 -1.9500
C4 1.2228 3.4217 -2.2037
C5 0.7339 -0.6140 0.8956
C6 1.8326 -1.5544 0.6535
C7 -0.2980 -1.2611 1.8218
C8 -1.2823 -2.1882 1.0259
C9 -2.1928 -3.1384 1.7808
H1 -2.3384 0.5113 -1.5936
H2 -2.5659 2.1510 -1.3978
H3 -0.0833 1.0031 -2.6055
H4 -0.7156 3.5690 -1.0437
H5 -0.5664 3.6229 -2.8758
H6 1.6674 2.9666 -0.3933
H7 0.3104 -0.8013 -1.1604
H8 1.2256 0.2702 1.4394
H9 0.2239 -1.6674 2.6090
H10 -0.8678 -0.3560 2.2216
H11 -1.9048 -1.6137 0.4322
H12 -0.7653 -2.9064 0.4187
H13 -2.1824 -1.8141 3.2332
H14 -3.0010 -3.3734 3.6675
H15 1.9294 -1.5565 2.5235
N1 -2.0659 1.4097 -1.9573
N2 0.1659 -0.1444 -0.3135
N3 -2.6248 -2.6928 2.9812
O1 -0.1730 1.9006 0.6451
O2 1.7289 3.7404 -3.2602
O3 2.1513 3.2007 -1.1755
O4 2.0999 -2.0488 -0.4358
O5 -2.4643 -4.2230 1.1868
O6 2.5738 -1.8327 1.8185

=====

*ii*
Here is a single C9H15N3O6 molecule from the Open Molecules 2025 dataset. Energies are from ωB97M-V/def2-TZVPD.

Calculated values
- Charge: 0
- LUMO level: 0.62 eV
- HOMO: -9.073 eV
- Structure (SMILES): NC(=O)CC[C@H](NC(=O)[C@@H](N)CC(=O)O)C(=O)O

Geometry (Å):
C1 -2.6756 -0.2457 -0.0876
C2 -1.7397 0.7910 -0.2070
C3 -2.3119 -1.5876 -1.0104
C4 -1.2344 -2.3334 -0.2317
C5 0.6112 1.6561 0.4876
C6 1.3434 1.7996 -0.8444
C7 1.4794 1.4790 1.8554
C8 2.6842 0.4770 1.9159
C9 2.2784 -0.8329 0.9360
H1 -4.2406 -0.3642 -1.1614
H2 -4.2601 1.1759 -0.3907
H3 -2.3547 -0.7042 0.8726
H4 -3.1608 -2.2633 -1.0222
H5 -2.1751 -1.3462 -2.1113
H6 0.4403 -2.9615 -0.2802
H7 -0.5433 -0.0267 1.1330
H8 0.0640 2.6172 0.5000
H9 1.8797 2.5060 1.9730
H10 0.7395 1.4126 2.6797
H11 2.6824 0.2101 2.9875
H12 3.5185 1.0820 1.5984
H13 3.2599 -1.9711 -0.4084
H14 4.1000 -0.5849 -0.0510
H15 -0.4048 2.3566 -1.5862
N1 -3.9651 0.2133 -0.3359
N2 -0.4474 0.5877 0.2171
N3 3.2188 -1.0549 -0.0663
O1 -2.0037 1.9000 -0.6724
O2 -1.1426 -2.1984 1.0116
O3 -0.3547 -2.9995 -0.9009
O4 2.4809 1.4839 -1.0061
O5 1.2010 -1.3349 0.8684
O6 0.5943 2.3266 -1.8405

=====

Which of them is least stable? Easy: *ii*.

=====

*i*
Here is a single C3HCl3O molecule from the Open Molecules 2025 dataset. Energies are from ωB97M-V/def2-TZVPD.

Calculated values
- Charge: 0
- LUMO level (spin up / spin down): -0.29 / -0.28 eV
- HOMO (spin up / spin down): -8.518 / -8.519 eV
- Structure (SMILES): ClC1=C(Cl)[C@@H](Cl)O1

Geometry (Å):
C1 0.1331 -0.7759 -0.2548
C2 1.1151 0.4706 -0.1086
C3 -0.9338 0.1193 0.2103
O1 -0.0206 1.2412 0.3529
Cl1 0.5113 -2.0700 -1.3239
Cl2 2.6133 1.1646 -0.0624
Cl3 -1.6682 -0.4076 1.7857
H1 -1.7503 0.2578 -0.5992

=====

*ii*
Here is a single C3HCl3O molecule from the Open Molecules 2025 dataset. Energies are from ωB97M-V/def2-TZVPD.

Calculated values
- Charge: 0
- LUMO level (spin up / spin down): -1.37 / -1.37 eV
- HOMO (spin up / spin down): -8.920 / -8.920 eV

Geometry (Å):
C1 -0.7026 -0.7468 -0.9627
C2 1.5511 -0.1939 -0.0183
C3 -0.6427 0.4046 0.0874
O1 0.7087 0.8162 -0.0445
Cl1 -1.8592 -1.8788 -0.7631
Cl2 3.1359 0.4329 -0.1516
Cl3 -0.8255 -0.0978 1.7706
H1 -1.3656 1.2635 0.0822

=====

Which of them is least stable? Easy: *ii*.

=====

*i*
Here is a gas-phase ion, C2H7INO (charge +1) from the Open Molecules 2025 dataset. Energies are from ωB97M-V/def2-TZVPD.

Calculated values
- Charge: +1
- LUMO level: -4.35 eV
- HOMO: -14.292 eV
- Structure (SMILES): C[C@@]([NH3+])(O)I

Geometry (Å):
C1 0.5001 -0.2491 -0.9994
C2 -0.7525 0.0814 -0.2529
N1 -0.6084 -0.2195 1.2082
O1 -0.9633 1.5825 -0.3624
I1 -2.4339 -1.1992 -0.8534
H1 1.3739 -0.1111 -0.2889
H2 0.5888 -1.2971 -1.4204
H3 0.7667 0.5339 -1.7924
H4 -1.0229 -1.2235 1.3986
H5 0.3954 -0.1120 1.6231
H6 -1.0905 0.4697 1.7300
H7 -0.4336 1.9138 -1.1165

=====

*ii*
Here is 2 unconnected molecules or ions with the total composition C2H7INO from the Open Molecules 2025 dataset. Energies are from ωB97M-V/def2-TZVPD.

Calculated values
- Charge: +1
- LUMO level (spin up / spin down): -4.52 / -4.59 eV
- HOMO (spin up / spin down): -13.377 / -12.652 eV

Geometry (Å):
C1 -1.1489 -0.2361 -0.1703
C2 1.0541 0.9722 -0.4237
N1 -0.7643 -1.4639 0.4715
O1 0.7924 1.9566 0.5077
I1 2.5262 -0.4776 -0.1384
H1 -1.2568 0.6561 0.3520
H2 -1.4619 -0.2413 -1.1721
H3 1.2751 1.4391 -1.4592
H4 0.2908 -1.5904 0.3884
H5 -1.3746 -2.3250 0.1185
H6 -0.7009 -1.4606 1.4922
H7 0.7687 2.7709 0.0334

=====

Which of them is least stable? Easy: *ii*.